[1]
{"formula": "C33H42FN4O4S4SiTi", "method": "wB97M-V/def2-TZVPD", "elements": ["H", "C", "C", "H", "H", "H", "H", "H", "N", "C", "C", "H", "H", "H", "H", "C", "O", "C", "C", "H", "C", "N", "C", "H", "C", "H", "H", "H", "C", "C", "C", "O", "Ti", "H", "C", "H", "H", "C", "C", "H", "S", "C", "H", "N", "H", "C", "C", "C", "C", "Si", "C", "H", "H", "C", "H", "H", "O", "H", "C", "F", "S", "H", "H", "C", "H", "H", "C", "H", "H", "S", "H", "C", "O", "C", "H", "H", "H", "S", "C", "C", "C", "H", "H", "H", "H", "H", "N", "H", "C", "C"], "positions_angstrom": [[-6.9633, -0.0419, 0.0856], [-6.6095, 1.9480, -0.5931], [1.4842, 2.7107, 3.4657], [-2.3616, -1.7790, -6.1402], [2.9650, 0.6376, -0.1113], [2.3522, 3.2156, -3.9788], [-5.9810, 3.8721, -1.2554], [0.0623, -2.2063, -6.3301], [0.7198, -0.7919, -1.9587], [-3.9069, 1.3564, -0.3375], [1.4400, 2.9225, -0.8535], [4.0564, -2.9810, -2.3496], [2.7658, -2.8462, -3.5162], [2.4332, -3.6004, -1.9822], [2.6561, 4.5840, -1.6392], [1.8531, 3.7693, 4.2844], [-0.9786, 0.5300, 1.5496], [-5.6526, 2.9029, -0.9044], [2.9703, 3.6759, 5.1073], [3.4698, -0.4087, -4.1071], [-0.3422, -1.8275, -5.3985], [0.8942, 1.7650, -1.3776], [-2.2164, -1.0902, -4.1063], [1.2610, 4.6774, 4.2824], [-4.8601, 0.4059, -0.0031], [2.0976, -4.4674, 0.0674], [4.6006, 2.4439, 5.7600], [-2.0926, 1.4406, 0.7567], [2.1214, 3.6608, -1.8060], [0.2686, 2.7785, 2.5742], [-0.4425, -3.4894, 0.2398], [-8.9188, 1.0570, -1.2762], [-0.4112, 0.1299, -0.0052], [1.5804, -1.7896, -4.4843], [-0.3787, -2.9728, 3.7417], [2.8047, -0.8985, 0.7194], [1.0721, -3.7785, 5.0729], [2.8749, -3.6414, 1.8852], [-1.4939, -2.7760, 1.1576], [1.9676, 0.7172, 2.8516], [-8.3631, 2.3091, -0.7855], [2.9831, -2.7913, -2.4559], [1.6963, -2.4501, 4.1230], [-2.5158, 1.0429, -0.1138], [3.2449, 4.5114, 5.7391], [-6.2080, 0.6978, -0.1449], [1.0578, -3.3339, 4.0750], [-4.3022, 2.6144, -0.7670], [3.1844, -0.4311, -0.1915], [2.5527, -1.0290, -1.8690], [-1.3276, -0.8725, -3.0969], [3.8094, -4.2085, 1.8381], [-3.2681, -0.8722, -3.9729], [2.3800, -3.4886, 0.4540], [0.9213, 1.0768, -3.4075], [-0.8203, -2.4825, 4.6118], [-8.7889, 2.6665, 0.5593], [-0.8210, -3.6722, -0.7661], [1.9725, 2.9548, -3.0029], [-1.7651, -0.3642, -1.8877], [-0.6231, -1.7629, 2.3863], [-0.1482, -4.4273, 0.7053], [3.1198, -2.6788, 2.3367], [1.2365, 1.8189, -2.6914], [-3.5557, 3.3659, -1.0019], [-0.1637, 3.7836, 2.5841], [0.5323, -1.5954, -4.3437], [1.6895, 4.1079, 0.9435], [4.7049, -0.4158, -2.8392], [0.9677, -2.3796, 0.1588], [-0.9595, -3.8758, 3.5484], [1.2795, 3.1819, 0.5277], [-8.3944, 3.4074, -1.7386], [3.3660, 1.4501, 4.3070], [-2.1375, -2.1170, 0.5627], [-0.4917, 2.1075, 2.9747], [4.2709, -0.5605, -0.1754], [1.8075, -4.5797, 3.0033], [2.2529, 1.5469, 3.4897], [3.7303, 2.5179, 5.1204], [0.0643, -1.1009, -3.1008], [3.9540, 0.5402, 4.3130], [-2.1188, -3.4859, 1.6936], [-1.9645, 1.5160, -0.8408], [3.5958, 0.9523, -2.9874], [3.2039, -3.0951, -0.1341], [0.5638, 2.3691, 1.1996], [-4.5396, -0.5675, 0.3499], [3.6769, -0.1240, -3.0738], [-1.7039, -1.5911, -5.3035]], "atomic_forces_ev_per_a": [[-0.006, 0.002, -0.021], [0.018, -0.035, -0.126], [-0.025, -0.051, 0.072], [-0.001, 0.004, 0.002], [0.067, 0.031, -0.102], [-0.017, -0.013, 0.004], [-0.014, -0.015, -0.033], [0.013, 0.006, 0.006], [1.638, -0.379, -0.041], [-0.290, -0.322, 0.363], [0.200, -0.384, 0.164], [0.003, -0.036, 0.052], [0.076, 0.027, -0.134], [-0.014, -0.005, -0.124], [-0.021, 0.004, 0.040], [0.021, 0.021, -0.009], [2.172, -2.440, -2.687], [-0.006, 0.004, 0.049], [0.000, -0.015, 0.020], [0.015, 0.045, -0.018], [0.107, -0.023, -0.004], [-0.406, 0.544, 0.173], [-0.002, -0.012, 0.006], [0.001, 0.000, -0.021], [0.004, -0.099, -0.132], [-0.035, 0.087, -0.168], [0.004, 0.002, -0.005], [-1.690, -0.009, -0.564], [0.046, 0.027, -0.077], [0.099, -0.258, 0.061], [-0.543, 0.374, 0.517], [0.008, 0.014, 0.009], [-0.029, 3.199, 1.068], [0.082, 0.074, -0.074], [-0.197, 0.064, -0.107], [0.031, 0.071, -0.045], [0.021, 0.008, 0.002], [0.148, -0.047, -0.002], [0.879, -0.069, -0.242], [-0.003, 0.005, 0.001], [-0.049, 0.030, 0.040], [0.111, -0.054, 0.439], [0.014, -0.008, -0.098], [1.587, 1.499, -0.173], [0.000, 0.005, -0.007], [0.016, 0.025, 0.076], [-0.050, -0.035, 0.105], [0.086, -0.005, -0.152], [0.050, -0.172, 0.111], [-1.719, -0.109, -0.859], [0.374, -0.138, -0.050], [0.008, 0.028, 0.025], [0.008, 0.022, 0.031], [0.033, 0.153, 1.032], [-0.012, 0.016, 0.145], [0.011, -0.060, 0.045], [0.014, -0.013, -0.002], [-0.083, 0.008, 0.032], [-0.030, -0.009, -0.052], [-0.313, -0.366, -0.110], [-1.298, -1.003, 2.588], [0.136, 0.015, -0.049], [-0.096, 0.013, 0.004], [-0.492, 0.083, -0.369], [0.015, -0.019, -0.009], [0.086, 0.045, 0.026], [-0.210, 0.120, 0.029], [0.015, -0.041, 0.054], [0.002, -0.074, -0.009], [0.966, -1.956, -0.572], [0.004, 0.005, -0.012], [-0.430, 0.138, -0.335], [0.008, -0.011, 0.007], [-0.009, 0.011, 0.004], [-0.022, 0.031, 0.114], [-0.018, -0.036, -0.076], [0.019, 0.102, -0.035], [0.032, -0.055, -0.044], [0.011, -0.017, -0.016], [-0.006, -0.007, 0.001], [-0.271, 0.163, 0.296], [0.003, 0.003, -0.001], [-0.167, 0.020, -0.168], [-0.638, 0.609, -0.321], [0.100, 0.177, -0.041], [-0.065, -0.067, -0.044], [0.251, 0.345, 0.545], [0.021, 0.006, -0.005], [-0.240, 0.188, 0.036], [-0.114, -0.008, -0.048]], "charge": -1, "e_tot_ha": -4634.22228, "multiplicity": 1, "largest_force_ev_per_a": 4.229, "homo_ha": -0.1830}

[2]
{"formula": "C13H21N3O", "method": "wB97M-V/def2-TZVPD", "elements": ["H", "H", "H", "H", "C", "C", "H", "H", "N", "H", "H", "H", "H", "C", "C", "H", "H", "C", "H", "C", "C", "H", "H", "H", "C", "H", "N", "C", "C", "C", "O", "H", "C", "H", "H", "H", "N", "C"], "positions_angstrom": [[0.7197, -1.2667, -2.5729], [1.7775, -0.1039, -5.9645], [2.1409, 2.2558, -4.8870], [1.8472, -2.6663, 1.8397], [-1.2150, -1.3291, 0.9529], [1.2751, 0.4381, -3.9091], [-0.0474, 1.0176, -1.7645], [-3.2327, -2.8820, 3.4332], [-0.7853, -0.4731, 0.0278], [0.9568, -1.3893, -5.0630], [-3.2593, -0.9178, 0.4647], [-2.5445, -0.0140, 2.8478], [-1.3145, -2.9079, 4.8524], [-3.0616, -0.9657, 2.6084], [2.2018, 1.6714, -3.9171], [2.6770, -1.0090, -4.7351], [0.1283, -3.6552, 3.1742], [-2.6955, -1.4509, 1.2060], [3.2584, 1.3139, -3.8378], [1.3467, -0.3415, -2.5812], [-0.6980, -3.0667, 2.8105], [1.6184, 1.2401, -1.1073], [-4.1405, -0.7606, 2.6439], [2.3981, -0.6545, -2.3730], [-0.2132, -2.1376, 1.6939], [-0.8203, -1.3511, 4.1831], [0.5469, -0.3156, -0.2937], [1.6792, -0.5762, -4.9724], [0.8420, 0.5197, -1.4113], [-1.3285, -2.2818, 3.9632], [2.7665, -0.8433, 0.2473], [2.0075, 2.2613, -3.0535], [1.1298, -2.0018, 1.3609], [0.2469, 0.7759, -4.1201], [-1.4309, -3.7578, 2.3706], [-2.9855, -2.5193, 1.1724], [-2.7414, -2.0167, 3.6179], [1.5596, -0.9850, 0.4145]], "atomic_forces_ev_per_a": [[0.391, 0.647, -0.402], [-0.089, -0.151, 0.246], [-0.156, -0.554, 1.250], [0.143, 0.515, -0.241], [2.598, 0.742, -1.059], [0.333, -0.676, -0.174], [-0.395, 0.239, 0.459], [0.039, 0.173, -0.102], [-0.413, -0.820, 0.337], [0.047, 0.010, 0.086], [-0.065, 0.307, -0.565], [-0.176, -0.604, 0.031], [-0.024, 0.063, 0.176], [0.298, -0.909, 0.678], [0.807, -1.059, -1.376], [-0.613, 0.206, -0.077], [0.489, -0.261, 0.006], [0.518, -0.274, 0.304], [-0.657, 0.272, -0.020], [0.112, 0.282, 0.514], [0.773, 0.600, -0.977], [-0.380, -0.108, -0.122], [0.248, -0.128, 0.134], [-0.714, 0.176, -0.242], [0.626, 0.223, -0.416], [0.149, 0.169, -0.051], [-1.246, -1.489, 2.699], [0.664, 0.237, -0.812], [1.246, 0.015, -0.772], [-1.644, -0.642, -1.134], [-0.344, 0.934, -0.770], [-0.156, 0.916, 0.434], [-3.255, -0.042, 0.695], [0.150, -0.159, 0.255], [0.074, 0.060, 0.359], [0.090, 0.450, -0.251], [-0.113, 1.585, 0.879], [0.649, -0.945, 0.022]], "charge": 0, "e_tot_ha": -747.43255, "multiplicity": 1, "largest_force_ev_per_a": 3.328, "homo_ha": -0.3133, "smiles": "CC(C)CCn1nc2c(cc1=O)CCNCC2"}